Entry 1:
2 unconnected molecules or ions with the total composition CH4NO2P. Source: the OMol25 dataset; level of theory: ωB97M-V/def2-TZVPD.

Energy relative to the best compared isomer or geometry (same formula, charge and spin): 1.8642 eV
Net charge: 0

Cartesian coordinates (Å):
N -1.48 0.73 0.16
C -2.42 0.00 0.02
O -3.25 -0.69 -0.40
H -1.17 1.39 0.81
O 1.21 -1.10 0.41
P 1.49 0.47 -0.19
H 1.79 -1.32 1.23
H 2.71 0.23 -0.62
H 1.11 0.29 -1.41

Entry 2:
2 unconnected molecules or ions with the total composition C3H4N2O4S. Source: the OMol25 dataset; level of theory: ωB97M-V/def2-TZVPD.

Energy relative to the best compared isomer or geometry (same formula, charge and spin): 5.1332 eV
Net charge: 0

Cartesian coordinates (Å):
C 0.84 1.75 -1.73
C -0.86 -1.52 1.19
C 1.14 0.73 -0.82
N 0.50 2.57 -2.45
N 1.08 1.02 0.56
O 1.48 0.22 1.35
O 0.77 2.18 0.84
O -1.07 -1.51 -1.61
O -2.12 0.35 -0.25
S -1.16 -0.68 -0.46
H 0.07 -2.04 1.40
H -0.89 -0.62 1.84
H -1.58 -2.26 1.41
H 1.79 -0.19 -1.26

Entry 3:
A gas-phase ion, C19H21Cl2FN3O4S (charge +1). Source: the OMol25 dataset; level of theory: ωB97M-V/def2-TZVPD.

DFT total energy: -2620.01907 Eh
Net charge: +1

Cartesian coordinates (Å):
O 2.05 1.63 -1.63
C 2.22 1.34 -0.46
C 0.99 1.32 0.42
C 0.48 0.07 0.73
C -0.82 -0.08 1.16
S -1.32 -1.78 1.20
O -2.61 -2.07 1.67
O -0.22 -2.63 1.48
N -1.45 -2.02 -0.72
C -1.98 -0.85 -1.37
C -1.16 0.09 -1.98
C -1.70 1.24 -2.51
C -3.07 1.47 -2.45
C -3.91 0.54 -1.87
C -3.36 -0.61 -1.34
F -4.14 -1.55 -0.78
C -1.65 1.02 1.35
Cl -3.28 0.82 1.84
C -1.13 2.28 1.12
C 0.17 2.43 0.62
Cl 0.75 3.99 0.25
N 3.37 0.88 0.05
C 3.58 0.53 1.44
C 3.69 -1.01 1.58
N 4.05 -1.64 0.33
C 3.15 -2.54 -0.33
C 2.31 -1.99 -1.51
O 1.06 -2.67 -1.62
C 5.00 -0.87 -0.43
C 4.47 0.53 -0.83
H 1.07 -0.82 0.60
H -0.49 -2.26 -1.08
H -2.08 -2.82 -0.83
H -0.10 -0.09 -2.06
H -1.05 1.96 -2.98
H -3.48 2.37 -2.87
H -4.98 0.68 -1.83
H -1.74 3.15 1.28
H 4.52 1.00 1.75
H 2.78 0.93 2.05
H 2.75 -1.43 1.94
H 4.46 -1.23 2.32
H 2.46 -2.93 0.42
H 3.74 -3.39 -0.71
H 2.86 -2.08 -2.45
H 2.06 -0.94 -1.37
H 1.24 -3.60 -1.76
H 5.28 -1.43 -1.33
H 5.90 -0.76 0.19
H 5.26 1.28 -0.73
H 4.09 0.56 -1.85

Entry 4:
A single C4H7FO2 molecule. Source: the OMol25 dataset; level of theory: ωB97M-V/def2-TZVPD.

Energy relative to the best compared isomer or geometry (same formula, charge and spin): 1.5546 eV
Net charge: 0

Cartesian coordinates (Å):
F 1.55 -0.27 -1.15
C 1.65 -0.07 0.28
C 0.25 0.05 0.77
C -0.54 1.12 -0.06
O -1.66 0.44 -0.42
C -1.32 -0.93 -0.52
O -0.50 -1.16 0.59
H 2.05 -1.05 0.67
H 2.22 0.81 0.55
H 0.27 0.34 1.81
H -0.97 2.08 0.34
H 0.03 1.36 -0.94
H -2.31 -1.46 -0.51
H -0.74 -1.23 -1.40